1.
{
  "formula": "C2HClN2O2",
  "method": "wB97M-V/def2-TZVPD",
  "elements": ["O", "C", "N", "N", "C", "Cl", "O", "H"],
  "xyz": [[1.11622, -1.73065, -0.11205], [0.20609, -0.78887, 0.05242], [-0.98581, -0.92552, 0.51270], [-1.53603, 0.36226, 0.47724], [-0.62371, 1.13685, 0.03350], [-0.67525, 2.80001, -0.22632], [0.54490, 0.48507, -0.28106], [1.95358, -1.33915, -0.45643]],
  "lowdin_charge": [0.148, -0.490, 0.117, 0.060, -0.848, 0.776, 0.083, 0.154],
  "e_tot_ev": -21686.582,
  "lumo_energy_ev": 0.3,
  "smiles": "Oc1nnc(Cl)o1",
  "homo_lumo_gap_ev": 10.1,
  "relative_energy_kcal_mol": 18.07
}

2.
{
  "formula": "C4H5FN2",
  "method": "wB97M-V/def2-TZVPD",
  "elements": ["C", "C", "C", "C", "N", "N", "F", "H", "H", "H", "H", "H"],
  "xyz": [[-0.22747, -1.57112, 0.28607], [-2.11610, 0.56663, -0.39772], [0.27040, -0.19593, -0.35960], [-0.71970, 0.85054, -0.02681], [-1.42911, -1.89073, 0.16053], [-2.45869, -1.64850, -0.24316], [-3.02022, 1.24766, 0.27853], [0.46151, -2.17348, 0.85530], [1.33889, 0.10774, -0.14939], [0.39015, -0.30469, -1.43240], [-0.85422, 1.65130, -0.78238], [-0.57894, 1.33622, 0.97688]],
  "lowdin_charge": [-0.148, -0.104, -0.174, -0.240, -0.145, 0.185, 0.035, 0.089, 0.126, 0.098, 0.139, 0.139],
  "e_tot_ev": -9920.687,
  "lumo_energy_ev": 0.1,
  "homo_lumo_gap_ev": 8.4,
  "relative_energy_kcal_mol": 141.06
}

3.
{
  "formula": "C13H35Cl4NO5",
  "method": "wB97M-V/def2-TZVPD",
  "elements": ["Cl", "C", "C", "Cl", "H", "H", "H", "H", "Cl", "C", "C", "Cl", "H", "H", "H", "H", "C", "O", "H", "H", "H", "H", "C", "O", "H", "H", "H", "H", "C", "O", "H", "H", "H", "H", "C", "O", "C", "C", "N", "C", "C", "O", "C", "H", "H", "H", "H", "H", "H", "H", "H", "H", "H", "H", "H", "H", "H", "H"],
  "xyz": [[-17.71154, 0.81268, 6.01529], [-18.53685, -0.71690, 5.89388], [-17.38369, -1.73815, 6.12943], [-16.97558, -1.91266, 7.82595], [-19.06150, -0.80835, 4.94284], [-19.22602, -0.97119, 6.69916], [-16.48579, -1.47236, 5.57154], [-17.66771, -2.74570, 5.82566], [-13.55158, -0.61279, 4.26787], [-13.42644, 0.30585, 2.76115], [-13.86301, 1.74402, 2.87836], [-13.86614, 2.65577, 1.27220], [-14.00001, -0.20085, 1.98503], [-12.38693, 0.23188, 2.44169], [-13.27666, 2.38305, 3.53861], [-14.92001, 1.73737, 3.14444], [-14.81349, 3.65271, 6.71693], [-14.98543, 3.20937, 5.43198], [-14.44306, 4.65282, 6.49186], [-15.77982, 3.70132, 7.21888], [-14.22577, 3.08570, 7.43886], [-15.90704, 2.98853, 5.27880], [-19.28853, 5.02258, 7.23480], [-19.54632, 3.68192, 7.65361], [-19.61810, 5.83994, 7.87621], [-18.20945, 5.05574, 7.08448], [-19.84132, 5.13464, 6.30208], [-20.47322, 3.75171, 7.89356], [-12.36390, 5.75248, 9.47891], [-11.36622, 6.31915, 8.68312], [-13.16870, 6.46941, 9.31639], [-12.92578, 4.90829, 9.07925], [-12.19681, 5.56422, 10.53945], [-10.52362, 6.35207, 9.14196], [-15.56130, 0.99363, 9.40921], [-16.34298, 1.36369, 10.57283], [-17.67775, 1.71783, 10.20560], [-18.48117, 2.19397, 11.41821], [-18.12711, 3.48477, 12.01474], [-18.40029, 4.63466, 11.13250], [-17.10273, 5.42401, 10.72257], [-16.52788, 6.02363, 11.85414], [-16.81562, 7.40707, 12.08590], [-15.30443, -0.05359, 9.56873], [-14.54475, 1.38699, 9.41187], [-16.00353, 1.20451, 8.43552], [-18.12570, 0.84325, 9.73385], [-17.64339, 2.53487, 9.48493], [-18.32954, 1.42173, 12.17236], [-19.55137, 2.28017, 11.23021], [-17.12238, 3.58625, 11.99737], [-18.93536, 5.37831, 11.72308], [-18.93991, 4.34651, 10.23034], [-17.48615, 6.13225, 9.98807], [-16.53634, 4.68989, 10.14955], [-17.86776, 7.61408, 12.28148], [-16.33988, 8.09071, 11.38276], [-16.39478, 7.40347, 13.09137]],
  "mulliken_spin": [0.000, 0.000, 0.000, 0.009, 0.000, 0.000, 0.000, 0.001, 0.000, 0.000, 0.000, 0.000, 0.000, 0.000, 0.000, 0.000, 0.000, 0.001, 0.001, 0.000, 0.000, 0.000, 0.000, 0.002, 0.000, 0.000, 0.000, 0.000, 0.000, 0.000, 0.000, 0.000, 0.000, 0.000, 0.019, 0.698, 0.052, 0.006, 0.003, 0.006, 0.000, 0.000, 0.000, 0.075, 0.060, -0.010, 0.051, 0.028, 0.002, 0.000, -0.002, 0.000, -0.003, -0.001, 0.001, 0.000, 0.000, 0.000],
  "e_tot_ev": -75852.101,
  "lumo_energy_ev": [-2.5, -8.8],
  "spin_multiplicity": 2,
  "homo_lumo_gap_ev": [9.7, 3.4],
  "charge": 1
}

4.
{
  "formula": "H2NO3S",
  "method": "wB97M-V/def2-TZVPD",
  "elements": ["N", "S", "O", "O", "O", "H", "H"],
  "xyz": [[-0.09272, -0.15963, 0.39453], [-1.83727, -0.02024, -0.04211], [-2.23431, 1.44535, 0.09349], [-1.68666, -0.47738, -1.43560], [-2.45265, -0.74561, 1.04948], [-0.11789, -1.08399, 0.92156], [0.18404, -0.18920, -0.56866]],
  "lowdin_charge": [-0.136, 0.405, -0.454, -0.431, -0.411, 0.042, -0.016],
  "e_tot_ev": -18501.549,
  "lumo_energy_ev": 4.2,
  "smiles": "NS(=O)(=O)[O-]",
  "homo_lumo_gap_ev": 9.1,
  "relative_energy_kcal_mol": 16.55,
  "charge": -1
}

5.
{
  "formula": "C11H15N",
  "method": "wB97M-V/def2-TZVPD",
  "elements": ["C", "C", "C", "C", "C", "C", "C", "C", "C", "N", "H", "H", "H", "H", "H", "H", "H", "H", "H", "C", "C", "H", "H", "H", "H", "H", "H"],
  "xyz": [[-0.04929, -0.37028, 1.86720], [0.13255, -0.90797, -0.65251], [-0.44082, -0.23057, 0.43930], [-1.35183, 0.62291, -1.47627], [-1.38051, 0.69805, -0.06510], [-2.21668, 1.38465, -2.27552], [-2.47594, 1.35097, 0.60139], [-3.20832, 2.11666, -1.58249], [-3.41162, 2.00301, -0.20777], [-0.44131, -0.33987, -1.80351], [0.43467, -1.95055, -0.64192], [-0.41058, -0.85758, -2.66113], [-0.68116, 0.10664, 2.60950], [1.01903, -0.22576, 1.98141], [-2.05377, 1.51874, -3.33444], [-2.63545, 1.19452, 1.66022], [-3.84982, 2.79026, -2.13913], [-4.33587, 2.44688, 0.15109], [-0.03693, -1.43664, 2.18539], [3.55574, -1.26791, -0.07303], [3.30420, -1.16770, 1.42510], [3.62730, -0.30853, -0.58980], [4.47983, -1.76784, -0.38632], [2.71437, -1.81339, -0.48698], [2.63776, -0.35132, 1.64048], [4.18333, -1.10730, 2.07625], [2.89110, -2.13007, 1.73860]],
  "mulliken_spin": [-0.037, 0.334, -0.033, 0.012, -0.077, 0.277, 0.339, 0.162, -0.101, -0.053, 0.040, -0.034, 0.010, 0.008, 0.048, 0.056, 0.008, 0.005, 0.011, 0.024, -0.001, -0.008, 0.007, 0.011, -0.005, -0.009, 0.009],
  "e_tot_ev": -13138.688,
  "lumo_energy_ev": [3.6, 3.5],
  "spin_multiplicity": 2,
  "homo_lumo_gap_ev": [3.0, 6.2],
  "relative_energy_kcal_mol": 20.22,
  "charge": -1
}

6.
{
  "formula": "C5H10N2",
  "method": "wB97M-V/def2-TZVPD",
  "elements": ["C", "C", "C", "C", "C", "N", "N", "H", "H", "H", "H", "H", "H", "H", "H", "H", "H"],
  "xyz": [[2.15053, -0.27930, -0.45521], [0.80692, 0.05995, 0.13735], [-0.22338, -1.08331, 0.33042], [-1.58865, -0.38793, 0.31615], [-1.28842, 0.93457, -0.57617], [0.16775, 1.22647, -0.41953], [0.66812, 1.30797, 0.91179], [2.61314, 0.65825, -0.80123], [2.01700, -0.78660, -1.31200], [2.70280, -0.94306, 0.28415], [0.14122, -1.56912, 1.25009], [0.02425, -1.65243, -0.52898], [-2.46828, -0.86331, -0.12258], [-1.90477, -0.33613, 1.34917], [-1.52900, 0.85081, -1.66667], [-2.13194, 1.63378, -0.34905], [-0.15727, 1.22938, 1.65232]],
  "lowdin_charge": [-0.017, -0.515, -0.122, -0.159, -0.140, -0.097, 0.063, 0.093, 0.025, 0.110, 0.122, 0.093, 0.096, 0.085, 0.111, 0.106, 0.145],
  "e_tot_ev": -8324.427,
  "lumo_energy_ev": 1.0,
  "smiles": "C[C@]12CCCN1N2",
  "homo_lumo_gap_ev": 9.6,
  "relative_energy_kcal_mol": 67.02
}

7.
{
  "formula": "C4H39NO15",
  "method": "wB97M-V/def2-TZVPD",
  "elements": ["C", "C", "C", "C", "O", "N", "H", "H", "H", "H", "H", "H", "H", "H", "H", "H", "H", "H", "H", "O", "H", "H", "O", "H", "H", "O", "H", "H", "O", "H", "H", "O", "H", "H", "O", "H", "H", "O", "H", "H", "O", "H", "H", "O", "H", "H", "O", "H", "H", "O", "H", "H", "O", "H", "H", "O", "H", "H", "O"],
  "xyz": [[-0.49710, -1.19120, -0.43827], [1.02154, -0.83134, -0.56953], [1.94175, -1.94505, 0.09370], [3.46724, -1.67521, -0.10484], [4.03073, -1.49483, -1.41933], [1.37093, -0.78481, -1.94846], [-0.68319, -1.45208, 0.58845], [-0.92257, -1.65760, -1.26757], [-0.90631, -0.14872, -0.64610], [1.29960, 0.14605, -0.15365], [1.83789, -1.79389, 1.18924], [1.65844, -2.92864, -0.33520], [3.89029, -0.94586, 0.56569], [3.93612, -2.71131, 0.18213], [4.00576, -0.55559, -1.65027], [0.97209, -1.48786, -2.56634], [2.35854, -0.69111, -2.16125], [-1.54057, 3.30439, -1.96476], [-2.60874, 4.45262, -1.77139], [-2.38577, 3.55468, -1.53409], [1.17543, 2.87677, 0.35946], [1.13743, 4.06744, -0.39215], [1.80698, 3.40443, -0.16328], [1.14968, -3.88523, -3.83386], [0.12751, -2.95986, -4.71228], [0.99620, -3.07357, -4.33227], [-1.71802, 2.95437, -0.04825], [-1.63773, 2.50195, 1.41210], [-1.05694, 2.77299, 0.66460], [-3.35951, 1.30023, -1.97158], [-4.46135, 1.94217, -2.85933], [-4.20421, 1.13877, -2.41231], [-2.66622, -2.93188, -1.06589], [-3.45339, -4.15776, -1.48827], [-2.70393, -3.89169, -0.95745], [-2.32997, -0.90545, 3.31081], [-3.39515, -1.50796, 2.36908], [-3.26354, -0.87958, 3.08035], [2.24039, 1.52029, -0.01213], [3.80149, 1.77188, 0.25382], [3.05143, 1.18527, 0.40867], [-0.91322, 1.17220, 3.62279], [0.68400, 1.12773, 3.49720], [-0.08467, 0.82804, 4.00239], [0.31220, -1.38697, 2.43282], [-0.42245, -0.73140, 3.56757], [-0.22057, -1.62877, 3.18813], [2.40258, 1.50215, 1.94468], [1.80764, 2.96598, 2.22845], [1.71456, 2.03186, 2.38777], [-0.69896, -4.73132, 0.15999], [-0.34038, -3.48104, 1.03703], [-0.05639, -4.03647, 0.31717], [-3.03786, 1.02507, 2.81517], [-2.94261, 2.37197, 3.56397], [-2.46160, 1.80397, 2.93680], [0.35597, 2.35696, -3.58071], [0.51947, 3.23641, -2.52825], [-0.10096, 3.16741, -3.29099]],
  "mulliken_spin": [0.042, -0.037, 0.175, 0.007, 0.033, 0.742, -0.003, -0.014, 0.006, 0.029, 0.028, 0.001, 0.001, 0.014, -0.001, -0.011, -0.014, 0.000, 0.000, 0.000, 0.000, 0.000, 0.000, 0.000, 0.000, 0.001, 0.000, 0.000, 0.000, 0.000, 0.000, 0.000, 0.000, 0.000, 0.000, 0.000, 0.000, 0.000, -0.002, 0.000, 0.001, 0.000, 0.000, 0.000, 0.000, 0.000, 0.000, 0.000, 0.000, 0.000, 0.000, 0.000, 0.001, 0.000, 0.000, 0.000, 0.001, -0.001, 0.000],
  "e_tot_ev": -36974.482,
  "lumo_energy_ev": [-3.1, -7.6],
  "spin_multiplicity": 2,
  "homo_lumo_gap_ev": [10.3, 5.8],
  "relative_energy_kcal_mol": 12.34,
  "charge": 1
}

8.
{
  "formula": "C6H37NO11S",
  "method": "wB97M-V/def2-TZVPD",
  "elements": ["C", "C", "C", "C", "N", "C", "C", "S", "H", "H", "H", "H", "H", "H", "H", "H", "H", "H", "H", "H", "H", "H", "H", "O", "H", "H", "O", "H", "H", "O", "H", "H", "O", "H", "H", "O", "H", "H", "O", "H", "H", "O", "H", "H", "O", "H", "H", "O", "H", "H", "O", "H", "H", "O", "H", "H"],
  "xyz": [[1.28968, 2.05916, -2.52266], [1.27108, 0.52790, -2.36462], [1.89808, 0.14053, -1.04572], [1.40112, -1.12353, -0.29518], [1.78119, -1.07257, 1.09083], [0.76808, -0.53987, 1.99431], [1.34281, 0.20242, 3.16136], [1.83216, 1.92818, 2.86819], [1.07012, 2.41114, -3.52648], [0.68517, 2.59163, -1.79118], [2.33184, 2.35757, -2.35924], [0.25731, 0.14331, -2.45161], [1.85517, 0.23077, -3.23226], [2.97501, 0.00851, -1.20700], [1.91163, 0.92708, -0.28696], [1.88313, -1.95081, -0.82383], [0.34134, -1.20626, -0.46158], [2.67897, -0.63515, 1.24613], [0.10735, 0.15379, 1.47209], [0.16090, -1.35191, 2.39523], [0.71256, 0.19207, 4.05843], [2.14533, -0.27421, 3.74611], [3.07692, 1.65895, 2.47029], [4.43668, 2.42722, 0.26987], [4.66288, 1.48813, 0.32064], [4.31174, 2.46604, -0.68882], [-0.71717, 3.24409, 0.63386], [-1.10984, 2.42169, 0.95319], [0.20073, 3.17769, 0.93172], [-0.70435, -2.85993, 3.92102], [-0.42958, -2.56366, 4.79244], [-0.36116, -3.74428, 3.77358], [-1.99030, 0.60129, 0.55929], [-2.65428, 0.71518, -0.16311], [-1.61203, -0.27234, 0.38795], [-3.83262, 1.65181, -1.07029], [-4.27214, 1.81376, -0.22723], [-3.46807, 2.50766, -1.35324], [-0.88924, -4.40191, 0.50018], [-0.59912, -3.56826, 0.10198], [-0.03144, -4.83134, 0.61057], [1.11027, -2.37464, -3.69080], [0.49469, -2.35601, -4.43617], [0.41016, -2.37172, -3.01431], [-2.03598, 3.65630, -1.81931], [-1.47503, 3.89488, -2.55973], [-1.46009, 3.58044, -1.03854], [-3.15440, -1.86126, -0.54936], [-3.26904, -2.65950, -0.02302], [-3.96371, -1.39095, -0.31280], [-1.99184, 0.02195, 3.31589], [-2.18660, -0.91720, 3.28218], [-1.88510, 0.39011, 2.42699], [-1.50680, -1.95080, -2.85143], [-2.00962, -2.26337, -2.09394], [-1.79453, -1.04979, -3.02390]],
  "lowdin_charge": [-0.100, -0.247, -0.199, -0.232, -0.063, -0.320, -0.553, 0.760, 0.069, 0.050, 0.065, 0.086, 0.101, 0.111, 0.090, 0.112, 0.088, 0.095, 0.072, 0.083, 0.064, 0.080, -0.163, -0.070, 0.031, 0.030, -0.066, 0.014, 0.005, -0.045, 0.048, 0.043, -0.092, 0.015, 0.028, -0.054, 0.063, 0.021, -0.056, 0.017, 0.044, -0.083, 0.034, -0.010, -0.062, 0.045, 0.002, -0.037, 0.063, 0.067, -0.061, 0.019, -0.013, -0.050, 0.007, 0.054],
  "e_tot_ev": -41670.368,
  "lumo_energy_ev": 0.0,
  "smiles": "CCCCNCCS.O.O.O.O.O.O.O.O.O.O.O",
  "homo_lumo_gap_ev": 8.6,
  "relative_energy_kcal_mol": 8.22
}